(1)
91
Properties=species:S:1:pos:R:3:forces:R:3 method="wB97M-V/def2-TZVPD" largest_force_ev_per_a=7.27 total_energy_ev=-64424.874 e_lumo_ev=-0.85 e_homo_ev=-7.51 gap_ev=6.7 multiplicity=2
C -3.07209 1.18673 3.43813 -0.49 0.80 -0.28
C -2.10854 0.81808 2.83020 0.74 -0.71 -0.83
C -1.00418 0.25775 1.94610 -1.45 0.16 1.53
N -1.19208 0.96726 0.63688 0.40 -0.70 -0.48
C -0.33875 0.62361 -0.16532 1.05 0.32 1.59
O 0.65687 0.32971 -0.69100 -0.39 -0.08 -1.19
C 0.33784 0.63765 2.64885 0.16 0.05 -0.09
C 0.76829 -0.27639 3.84999 1.20 1.66 2.01
C 2.32059 -0.51914 3.79981 -0.58 -0.62 -1.63
C 0.54359 0.54984 5.17462 0.62 -0.36 -0.14
N -0.00928 -1.52686 4.00644 -1.13 1.16 -1.46
O -1.06354 -1.39034 4.73924 0.44 -0.28 0.35
C -0.36938 -2.15607 2.72424 -0.59 -2.62 -1.32
C 0.84365 -2.65547 1.87028 0.35 0.68 0.86
C -1.19348 -3.44531 3.08653 0.00 0.23 0.34
C -1.29413 -1.28238 1.81737 0.01 0.10 0.97
H -3.95939 1.70972 3.75503 0.42 -0.46 0.24
H 1.19802 0.72807 1.96137 -0.57 -0.29 -0.09
H 0.18849 1.64935 3.06903 0.10 -0.42 -0.35
H 2.88610 0.36415 4.12697 -0.30 -0.40 0.14
H 2.58613 -0.66572 2.73130 0.13 -0.08 0.59
H 2.61924 -1.44513 4.31358 -0.11 0.53 0.17
H 0.66446 -0.12151 6.04414 -0.36 0.31 -0.36
H 1.37832 1.27173 5.26122 -0.62 -0.07 -0.22
H -0.42528 1.06795 5.18589 0.33 -0.33 0.15
H 1.69826 -2.91152 2.52375 -0.35 0.05 -0.38
H 1.17082 -1.86445 1.16803 0.00 -0.53 0.20
H 0.55511 -3.57296 1.33480 0.14 0.58 -0.01
H -1.29181 -4.11851 2.21710 0.23 0.30 0.38
H -2.21330 -3.21008 3.42621 0.44 0.08 -0.06
H -0.69366 -3.95225 3.93290 -0.16 -0.01 -0.56
H -2.32801 -1.45908 2.16097 0.42 0.27 -0.30
H -1.23802 -1.67432 0.78921 0.22 0.39 0.28
O -6.10622 3.27848 -0.23194 -0.69 -2.53 -2.70
P -5.48645 3.96264 -1.44277 2.49 5.68 3.78
N -3.86815 4.00891 -0.85760 0.52 0.32 0.26
C -3.16308 5.04552 -0.13842 -0.07 0.15 0.11
C -3.18351 2.72504 -0.75726 -0.48 0.01 -0.59
N -6.43212 5.41930 -1.33159 -0.82 0.74 -0.09
C -6.03120 6.58885 -0.57020 0.52 -0.02 0.05
C -7.84811 5.15769 -1.05966 0.04 -0.37 0.10
N -4.91627 4.52710 -3.04484 -2.21 -3.37 -2.20
C -4.88253 3.45640 -4.04474 -0.06 0.03 0.07
C -3.87455 5.48226 -3.30273 0.55 0.05 0.81
H -2.13521 5.12096 -0.51463 0.03 -0.09 0.06
H -3.11927 4.84301 0.94015 0.05 0.01 0.02
H -3.59171 6.03425 -0.26574 -0.16 -0.06 -0.07
H -2.55916 2.55215 -1.64727 0.16 -0.08 0.08
H -3.89331 1.89745 -0.68317 0.01 0.01 0.06
H -2.54732 2.66583 0.11968 -0.14 0.20 0.05
H -5.74749 6.34065 0.46299 -0.02 0.13 0.03
H -6.84329 7.31705 -0.52284 -0.16 -0.23 -0.08
H -5.21234 7.12603 -1.05084 0.16 -0.09 0.07
H -8.04067 4.99058 0.00788 -0.06 -0.07 -0.04
H -8.19268 4.27637 -1.60258 0.00 0.00 0.06
H -8.46046 5.99817 -1.39565 0.19 0.09 -0.04
H -3.98720 2.82681 -3.93952 0.03 -0.05 -0.18
H -4.90602 3.86159 -5.06026 0.07 0.05 0.05
H -5.76019 2.81017 -3.93863 0.04 0.01 0.02
H -2.86900 5.04140 -3.24145 0.03 0.04 0.08
H -3.91341 6.34599 -2.64303 -0.06 -0.10 0.17
H -4.00290 5.87925 -4.31420 -0.21 -0.21 -0.03
O 4.22133 -3.71923 0.45737 3.11 1.60 1.39
P 5.11555 -3.68780 -0.77627 -5.04 -2.74 -4.44
N 4.12297 -2.65291 -1.73112 -0.54 0.12 -0.50
C 3.10090 -2.97174 -2.70314 -0.11 -0.16 -0.04
C 4.03329 -1.26842 -1.28973 0.60 0.03 0.20
N 5.04815 -5.39615 -1.09406 0.18 -1.08 0.04
C 4.04726 -6.02390 -1.93851 -0.19 0.37 -0.33
C 5.19943 -6.20569 0.11842 -0.05 0.28 0.26
N 6.41112 -3.57021 -2.00679 3.15 1.09 3.16
C 7.51078 -2.69446 -1.59138 -0.06 -0.06 0.05
C 6.24442 -3.51847 -3.43334 -0.94 0.28 -0.18
H 3.17702 -2.28654 -3.55616 -0.05 0.08 0.06
H 2.08983 -2.88477 -2.28269 -0.03 0.02 -0.03
H 3.19321 -3.96813 -3.12246 0.12 -0.06 0.14
H 4.73915 -0.63742 -1.84637 -0.10 0.14 -0.01
H 4.26935 -1.17259 -0.22651 -0.03 -0.02 0.00
H 3.03096 -0.85701 -1.42412 -0.04 -0.16 -0.03
H 3.02288 -5.73343 -1.66277 -0.04 -0.11 -0.07
H 4.11067 -7.11160 -1.87076 0.15 0.06 0.24
H 4.21255 -5.80741 -2.99482 -0.09 0.17 -0.03
H 4.25593 -6.30471 0.67046 0.07 0.01 0.08
H 5.93535 -5.76442 0.79219 -0.06 0.00 0.02
H 5.55969 -7.20543 -0.13567 -0.03 0.08 -0.20
H 7.26541 -1.63281 -1.73739 0.17 0.07 -0.04
H 8.42682 -2.91941 -2.14430 -0.07 0.01 -0.07
H 7.73416 -2.84322 -0.52964 -0.03 0.02 -0.03
H 5.98463 -2.51316 -3.79479 -0.09 -0.01 -0.02
H 5.50090 -4.22087 -3.80281 -0.13 0.01 0.16
H 7.18565 -3.81013 -3.90848 0.11 0.01 0.28

(2)
50
Properties=species:S:1:pos:R:3:forces:R:3 method="wB97M-V/def2-TZVPD" largest_force_ev_per_a=18.64 total_energy_ev=-31468.976 e_lumo_ev=0.57 e_homo_ev=-9.31 smiles="CCOC(=O)C1(Cc2cccc(F)c2)CCN(C[C@H](O)CO)CC1" gap_ev=9.9 multiplicity=1
C 2.25758 1.82549 3.62108 5.16 -2.57 -2.47
C 1.95933 2.34122 2.12035 12.85 1.35 7.03
H 1.77347 3.32243 2.12517 0.47 4.40 0.55
H 2.80654 2.09495 1.50146 0.95 0.08 -0.29
O 0.96009 1.86794 1.72637 -17.70 -3.14 -4.93
C 0.82357 0.68165 1.21279 -7.48 3.87 -1.32
O 1.76057 0.12229 1.16205 12.35 -9.45 -1.08
C -0.43332 0.09713 0.57543 -0.67 0.59 2.35
C -0.25523 -1.00774 -0.42637 -0.82 -0.49 -1.43
C 0.36542 -0.36738 -1.74818 -0.24 -5.93 4.16
N -0.50420 0.50301 -2.23941 0.74 7.29 -2.84
C 0.15298 0.94068 -3.51733 -2.10 4.38 -2.62
H 1.36099 1.28344 -3.63994 -3.07 -1.57 0.88
C -0.44420 0.06886 -4.71809 4.44 2.72 0.73
O 0.14989 0.57549 -5.99235 -16.24 -5.79 -0.97
H 0.89828 0.80913 -5.87469 15.25 4.63 2.54
C -1.88104 0.18605 -4.74590 -0.46 -7.23 2.00
O -2.36731 -0.86930 -5.60591 1.27 -0.09 -4.81
H -1.91781 -0.83043 -6.63084 -1.73 0.27 4.49
H -2.43390 1.00036 -4.91737 -1.23 3.76 -0.52
H -2.16345 -0.34426 -3.73133 0.17 1.80 -1.54
H -0.10168 -0.91624 -4.40019 -0.39 -0.55 -1.21
H -0.41883 1.99069 -3.81350 1.66 -2.03 0.90
C -0.64090 1.80000 -1.24637 8.82 -3.79 -3.42
C -1.09321 1.09943 -0.16329 -7.47 8.43 4.34
H -1.33349 2.17918 0.50909 1.03 -2.64 -0.23
H -2.16019 1.20630 -0.39011 -0.66 -2.52 0.50
H -1.05868 2.46253 -1.87161 -2.53 2.60 -1.15
H 0.46308 2.20614 -0.95893 -1.82 -0.69 -1.28
H 0.34900 -1.15041 -2.45527 0.55 -1.57 -0.68
H 1.36982 -0.21667 -1.49551 1.89 1.48 0.05
H 0.40338 -1.76686 -0.02906 -0.14 -0.60 -0.11
H -1.35504 -1.36546 -0.75650 2.50 0.43 1.07
C -1.32646 -0.21782 1.79670 -2.63 -2.89 -2.07
C -0.66842 -1.28352 2.65703 -7.32 -5.09 -9.52
C -0.13085 -1.09343 3.70561 9.82 8.09 12.59
C 0.82882 -1.93614 4.43073 -2.76 7.57 2.55
C 0.45548 -3.11955 4.23300 7.10 -9.15 3.98
C -0.04467 -3.64807 3.07293 -2.97 1.26 -0.26
C -0.82490 -2.78630 2.41677 -0.78 3.96 -5.36
H -1.39369 -2.87891 1.39664 0.95 -0.95 2.18
H -0.24440 -4.64840 2.96853 0.24 -2.41 -0.32
H 1.26111 -3.87246 4.88039 -2.73 1.38 -1.36
F 1.40739 -1.31873 5.65549 -1.14 -2.09 -3.37
H 0.05935 0.00198 4.13339 -0.90 -1.79 -1.06
H -2.31740 -0.66534 1.21639 2.14 0.91 1.86
H -1.66860 0.67504 2.32122 0.43 -0.06 0.11
H 1.55813 2.17993 4.25557 -2.27 1.02 2.24
H 3.30994 2.13472 3.92633 -1.38 0.30 -0.19
H 2.44769 0.64736 3.74756 -1.15 2.48 -0.71

(3)
13
Properties=species:S:1:pos:R:3:forces:R:3 method="wB97M-V/def2-TZVPD" largest_force_ev_per_a=4.71 total_energy_ev=-18161.791 e_lumo_ev=-0.53 e_homo_ev=-8.02 smiles="CC(=O)C1=C(C)S1" gap_ev=7.5 multiplicity=1
C 0.96440 0.01594 0.10684 0.58 -3.17 -0.68
C 0.55104 -1.24416 -0.16536 1.24 4.03 2.10
C 0.87443 1.45261 0.26068 -0.55 1.25 -1.37
C -0.61015 -2.09631 -0.05136 -1.25 -1.19 -1.70
C -0.55889 1.89664 -0.13064 0.32 0.22 1.14
O 1.74119 2.28799 0.49501 -0.66 -1.75 0.16
S 2.25374 -1.40482 0.22169 0.27 0.31 -0.24
H -0.28438 -3.17562 -0.07908 -0.56 1.12 0.48
H -1.22440 -1.95920 -1.00945 0.39 -0.10 1.49
H -1.17418 -1.77396 0.86389 0.33 -0.66 -0.96
H -1.22295 1.30255 0.58288 0.31 0.92 -1.30
H -0.75385 1.70574 -1.22650 0.04 0.15 1.34
H -0.55599 2.99261 0.13140 -0.48 -1.12 -0.49

(4)
40
Properties=species:S:1:pos:R:3:forces:R:3 method="wB97M-V/def2-TZVPD" largest_force_ev_per_a=4.10 total_energy_ev=-35980.352 e_lumo_ev=4.45 e_homo_ev=-0.52 gap_ev=5.0 total_charge=-2 multiplicity=1
Tl -0.07909 -1.27294 1.54923 0.02 0.80 0.44
C 2.75834 0.40660 2.45215 -0.43 0.03 -0.60
C 2.94389 -0.49554 1.36939 0.11 0.50 -0.44
C 2.64934 0.18731 0.15140 -0.25 0.92 0.72
H 3.23868 -1.53213 1.43078 0.30 -0.12 0.11
C 2.20810 1.51056 0.49706 0.27 -0.95 0.40
C 2.23306 1.61062 1.92407 0.59 -0.24 -0.68
H 1.94092 2.46861 2.51907 0.03 -0.03 -0.13
H 3.04463 0.24015 3.48514 -0.40 -0.15 -0.05
H 2.77995 -0.18978 -0.86329 -0.12 -0.08 0.28
H 1.92090 2.29138 -0.21133 -0.07 -0.27 0.29
C -2.74307 0.46358 2.01534 0.20 0.33 -0.37
C -2.11657 1.68453 2.37833 0.03 -0.12 -0.64
C -1.64812 2.31033 1.18795 -0.78 -0.44 -0.28
H -2.09233 2.07069 3.39777 0.35 -0.13 -0.30
C -2.03511 1.50332 0.07703 -0.42 -0.27 0.86
C -2.71757 0.35188 0.58966 0.46 0.59 0.05
H -3.13297 -0.44632 -0.02626 0.07 0.07 0.23
H -3.13968 -0.24267 2.74047 -0.06 0.02 -0.24
H -1.15523 3.27318 1.08372 0.02 -0.15 0.22
H -1.93416 1.76393 -0.97966 0.17 -0.12 0.33
O -0.16842 -1.15385 -1.19151 0.34 -0.65 -1.33
C -0.26558 -0.73425 -2.59033 0.25 -0.05 -0.15
C 0.47395 -2.01550 -3.07838 -0.29 0.33 0.41
C 0.51486 0.52758 -2.82983 0.23 0.57 -0.03
C -1.70387 -0.60999 -3.06377 -0.24 0.14 -0.22
C 0.45128 -2.41283 -1.60678 -0.32 0.39 0.73
H 1.49496 -1.82635 -3.44600 -0.54 -0.14 -0.18
H -0.14683 -2.64621 -3.72332 0.42 0.05 -0.10
H -0.24080 -3.22253 -1.36293 0.23 -0.23 0.00
H 1.42702 -2.55788 -1.12427 -0.25 0.01 -0.03
H 0.51984 0.78749 -3.89842 -0.10 -0.12 0.08
H 1.55327 0.40227 -2.50808 -0.21 0.09 0.05
H 0.07284 1.36456 -2.27509 0.14 -0.21 0.01
H -1.73350 -0.78088 -4.14994 -0.01 0.02 0.13
H -2.10529 0.39969 -2.88559 0.10 -0.39 0.18
H -2.35543 -1.34701 -2.57847 0.17 0.15 -0.04
S -0.10225 0.20685 6.32190 0.17 0.89 1.12
C -0.23616 -0.77855 5.06139 -0.58 -2.77 -2.97
N -0.37382 -1.55993 4.16138 0.39 1.75 2.12

(5)
22
Properties=species:S:1:pos:R:3:forces:R:3 method="wB97M-V/def2-TZVPD" largest_force_ev_per_a=7.61 total_energy_ev=-10993.971 e_lumo_ev=3.57 e_homo_ev=-2.41 gap_ev=6.0 total_charge=-1 multiplicity=1
C -0.47927 -0.81069 0.77845 -3.01 -2.37 1.03
N -0.91215 0.04876 -0.32181 2.33 0.78 -0.71
C -0.37166 -0.58321 -1.58375 1.17 1.01 0.68
C 1.34932 1.21561 -0.34647 0.18 0.10 0.72
C -0.22314 1.37653 -0.14789 2.11 -1.01 -0.20
C -0.59679 2.00694 1.24377 -2.49 0.32 -2.98
O 0.28126 1.89735 2.13435 2.95 -0.49 3.13
H -0.34283 -0.42969 1.87574 -0.47 -0.11 -2.41
H 0.33803 -1.42648 0.45783 1.31 0.76 0.41
H -1.29779 -1.69294 0.71133 1.05 1.98 1.11
H -0.28206 0.29068 -2.33846 -0.14 -1.97 0.85
H 0.64276 -1.18385 -1.42890 -1.44 1.75 -0.36
H -1.01476 -1.38567 -1.87200 -0.95 -0.30 -0.66
H 1.56806 1.24880 -1.43522 0.04 -0.80 0.53
H 1.93352 2.06851 0.01625 -0.58 0.14 0.39
H 1.78460 0.35481 0.22453 -0.33 0.51 -0.86
H -0.33232 1.95394 -1.05059 -1.61 0.68 -0.25
H -0.92873 3.03106 0.98194 0.02 1.02 -0.18
H -1.60084 1.56460 1.46582 -0.38 -0.48 0.05
H 0.88714 -3.20969 0.58506 -1.34 0.10 -0.66
H -0.45404 -2.83502 -0.10914 -2.73 4.39 -1.44
O 0.05170 -3.50034 0.15915 4.32 -5.99 1.83

(6)
11
Properties=species:S:1:pos:R:3:forces:R:3 method="wB97M-V/def2-TZVPD" largest_force_ev_per_a=1.17 total_energy_ev=-72632.660 e_lumo_ev=3.81 e_homo_ev=-2.40 gap_ev=6.2 total_charge=-1 multiplicity=1
C 0.58066 -1.63421 -1.43242 -0.69 0.32 -0.54
C 1.00772 0.30958 1.09163 -0.53 -0.19 -0.10
C -1.75855 1.30403 0.16251 0.10 -0.03 -0.41
O -0.27513 -2.03327 -2.13414 -0.56 -0.52 -0.56
O 1.70581 -1.55014 -1.11050 1.06 0.01 0.49
Se -0.68695 -0.27719 0.20670 0.68 0.23 0.85
H 1.73280 -0.47448 0.89012 0.05 0.07 0.04
H 1.33376 1.24956 0.65445 -0.06 0.05 -0.04
H 0.86407 0.42090 2.16338 -0.13 0.08 0.04
H -1.72549 1.72703 -0.85266 0.03 -0.03 0.16
H -2.77870 0.95820 0.36092 0.05 0.01 0.08

(7)
25
Properties=species:S:1:pos:R:3:forces:R:3 method="wB97M-V/def2-TZVPD" largest_force_ev_per_a=6.57 total_energy_ev=-9021.454 e_lumo_ev=1.10 e_homo_ev=-8.32 gap_ev=9.4 multiplicity=1
C -0.17229 -0.90166 -0.00960 -2.06 -0.05 -0.61
N 0.86237 -0.36879 0.90957 -1.02 -1.05 0.25
C 0.40214 0.60548 1.88114 3.45 4.13 -3.77
C -0.38105 0.10246 2.93904 -3.61 -0.45 1.09
C 1.69089 1.28973 2.39736 3.39 -3.84 0.60
C -0.43889 -0.06544 -1.36740 2.12 3.41 3.96
C -0.53086 -0.75321 -3.70119 -3.59 -0.55 -1.22
C -1.38644 -0.41654 -2.48467 0.77 2.49 -0.62
H 0.07519 -1.89955 -0.41692 0.18 0.19 0.72
H -1.21402 -1.03862 0.56082 2.46 0.33 -0.92
H 1.82041 -0.10277 0.67915 -0.81 -0.74 -1.08
H -0.02033 1.50816 1.17885 -0.17 -1.71 2.12
H -0.91031 0.86842 3.47062 0.25 0.79 0.71
H 0.05814 -0.58458 3.61341 0.97 -0.52 0.56
H -1.23530 -0.39189 2.52491 -0.61 -0.85 -0.35
H 2.50836 0.46318 3.12076 -2.85 2.47 -1.95
H 1.69247 2.23347 2.83060 -0.91 1.42 1.62
H 2.37159 1.52361 1.57721 -0.06 -0.36 -0.53
H -0.63119 1.09230 -1.01772 0.24 -2.71 -0.66
H 0.65169 0.01509 -1.63709 -1.08 -0.07 -0.75
H -0.37499 -1.80409 -3.55597 0.60 -0.69 -0.93
H 0.35699 -0.22375 -3.85211 1.32 0.90 0.23
H -1.22543 -0.48799 -4.57324 1.24 -1.09 0.62
H -2.07475 -1.23888 -2.29851 -0.21 0.29 0.18
H -1.89439 0.57589 -2.76902 0.00 -1.76 0.75

(8)
15
Properties=species:S:1:pos:R:3:forces:R:3 method="wB97M-V/def2-TZVPD" largest_force_ev_per_a=7.86 total_energy_ev=-75816.825 e_lumo_ev=-3.62 e_homo_ev=-14.43 gap_ev=10.8 total_charge=+1 multiplicity=1
C -0.31513 -0.67794 1.72126 0.49 -1.99 1.46
C 0.67259 0.30401 1.27510 0.95 0.40 1.20
C -0.38651 0.39192 -2.01558 1.36 -0.62 0.37
C -0.34891 -0.58960 -0.79834 1.51 -5.37 -5.53
N -0.48127 -0.02991 0.44316 -2.85 2.39 1.66
Br -1.82307 -2.03803 -0.99803 0.79 1.28 0.24
H 0.13469 -1.66356 1.80341 -0.75 -0.23 -0.54
H -1.20955 -0.51240 2.31726 0.68 0.21 0.47
H 0.81037 1.23754 1.80491 -0.25 0.35 -0.67
H 1.56061 -0.20272 0.86656 -0.38 0.65 0.25
H -1.31674 0.92027 -2.18942 -0.29 0.19 0.72
H 0.46368 1.11211 -1.79687 -0.97 -0.64 -0.78
H -0.26804 -0.15845 -2.99498 0.45 0.41 1.34
H 0.67156 -1.48303 -0.93948 -2.96 3.43 0.94
H -1.41354 0.51047 0.61179 2.22 -0.48 -1.12